No. 1
Here is a single C3H7NO2 molecule from OMol25. Energies are from ωB97M-V/def2-TZVPD.

Last column: natural (NBO) charge in e.
CARTESIAN COORDINATES (ANGSTROEM)
O1 1.3989 -1.8934 -0.8385  -0.6062
O2 -2.0157 0.3827 1.0120  -0.7182
N1 1.8384 0.3184 -1.0305  -0.8328
C1 1.2040 -0.7521 -0.4622  0.6743
C2 -1.1347 0.0243 -0.0321  -0.0506
C3 0.1831 -0.4001 0.6062  -0.5162
H1 -1.5205 -0.8126 -0.6329  0.1714
H2 -2.8774 0.5789 0.6262  0.4717
H3 2.5504 0.1218 -1.7177  0.4037
H4 0.5392 0.4096 1.2527  0.2139
H5 -0.9622 0.8739 -0.7110  0.1561
H6 0.0229 -1.2865 1.2240  0.2403
H7 1.8047 1.2374 -0.6206  0.3927

Atomic forces in eV per Å
O -0.1 0.3 0.1
O -0.3 0.0 0.0
N 0.1 -0.1 0.0
C 0.0 -0.1 -0.1
C 0.3 -0.1 -0.3
C 0.0 0.0 0.1
H 0.0 0.1 0.1
H 0.1 0.0 0.1
H -0.1 0.1 0.1
H 0.0 -0.1 -0.1
H 0.0 -0.1 0.1
H 0.0 0.1 -0.1
H 0.0 -0.2 0.0

Properties
* 2S+1: 1
* F_max: 0.0092 hartree/bohr
* frontier orbital gap: 0.3930 Ha
* ΔE to the lowest compared entry with this formula, charge and spin: 59.8 kJ/mol
* HOMO level: -0.364 hartree

No. 2
Here is a single C3H7NO2 molecule from OMol25. Energies are from ωB97M-V/def2-TZVPD.

Last column: natural (NBO) charge in e.
CARTESIAN COORDINATES (ANGSTROEM)
O1 1.1489 -1.1297 -1.2875  -0.6163
O2 -1.2739 0.5363 0.7458  -0.7174
N1 -0.9173 -1.7664 -0.5708  -0.8254
C1 0.1601 -0.9401 -0.5986  0.6406
C2 0.0705 0.2387 0.3887  0.0011
C3 0.8449 1.4583 -0.0755  -0.6325
H1 0.3641 1.9198 -0.9450  0.2026
H2 -1.6944 -1.5311 0.0247  0.4120
H3 -1.6335 1.1169 0.0605  0.4693
H4 1.8591 1.1758 -0.3657  0.2461
H5 0.8971 2.1971 0.7302  0.2170
H6 -0.8569 -2.6841 -0.9860  0.4044
H7 0.5404 -0.1275 1.3128  0.1986

Atomic forces in eV per Å
O -0.4 0.0 0.3
O -0.1 0.1 -0.2
N 0.0 0.0 0.1
C 0.3 -0.1 -0.1
C 0.3 0.0 0.1
C 0.0 0.1 -0.1
H 0.0 -0.1 0.0
H 0.1 -0.1 0.0
H 0.0 -0.1 0.2
H -0.2 0.0 0.0
H -0.1 -0.1 -0.1
H 0.0 0.3 -0.1
H -0.1 0.0 -0.1

Properties
* 2S+1: 1
* F_max: 0.0093 hartree/bohr
* frontier orbital gap: 0.3814 Ha
* ΔE to the lowest compared entry with this formula, charge and spin: 41.5 kJ/mol
* HOMO level: -0.353 hartree

No. 3
Here is a single C3H7NO2 molecule from OMol25. Energies are from ωB97M-V/def2-TZVPD.

Last column: natural (NBO) charge in e.
CARTESIAN COORDINATES (ANGSTROEM)
O1 0.9322 -0.6519 1.4871  -0.7204
O2 -1.7780 0.7045 -1.6184  -0.5414
N1 -0.7646 -1.2411 -0.8560  -0.9261
C1 1.2408 0.2795 0.4737  -0.0606
C2 -0.9527 0.1935 -0.9000  0.7050
C3 0.0176 1.0179 -0.0731  -0.5493
H1 1.9157 1.0240 0.9119  0.1849
H2 0.4642 -1.3738 1.0395  0.4747
H3 0.3335 1.8342 -0.7367  0.2440
H4 1.7709 -0.2200 -0.3495  0.1684
H5 -1.4627 -1.6508 -0.2362  0.3881
H6 -0.5386 1.4878 0.7475  0.2437
H7 -1.0131 -1.5817 -1.7828  0.3890

Atomic forces in eV per Å
O -0.3 -0.2 -0.1
O 0.4 -0.2 0.2
N -0.2 0.1 -0.2
C 0.1 0.3 -0.3
C -0.1 0.1 -0.2
C 0.0 0.0 0.0
H -0.1 -0.2 0.0
H 0.2 0.1 0.1
H 0.0 -0.1 0.2
H 0.0 0.2 0.1
H 0.1 0.1 0.1
H 0.0 -0.1 -0.1
H -0.1 0.0 0.1

Properties
* 2S+1: 1
* F_max: 0.0106 hartree/bohr
* frontier orbital gap: 0.4008 Ha
* ΔE to the lowest compared entry with this formula, charge and spin: 107.5 kJ/mol
* HOMO level: -0.373 hartree

No. 4
Here is 2 unconnected molecules or ions with the total composition C3H7NO2 at a distorted geometry from OMol25. Energies are from ωB97M-V/def2-TZVPD.

Last column: natural (NBO) charge in e.
CARTESIAN COORDINATES (ANGSTROEM)
O1 -0.8594 -1.8489 0.7025  -1.0049
O2 1.3008 1.7089 0.6155  -0.6692
N1 -0.8203 0.9440 1.1596  -0.8196
C1 0.2929 0.2892 -0.8995  -0.0725
C2 0.6367 -0.4703 -1.8948  -0.4395
C3 0.3436 0.7390 0.3742  0.3423
H1 -1.4686 0.1764 1.0139  0.4119
H2 0.0112 -1.2254 0.4563  0.5058
H3 -1.3569 -2.2119 -0.0361  0.4828
H4 -0.6010 0.9574 2.1501  0.3673
H5 1.5845 -0.9972 -1.9184  0.2112
H6 0.0586 -0.4988 -2.8113  0.2073
H7 0.8778 2.4377 1.0880  0.4772

Atomic forces in eV per Å
O 2.7 1.8 0.5
O -0.1 -0.5 0.3
N 0.7 -0.8 0.5
C 0.1 -0.8 1.3
C 0.2 0.1 -0.8
C -0.7 3.0 -1.4
H -0.2 0.1 -0.1
H -3.5 -3.0 0.1
H 0.8 0.4 -0.5
H 0.1 -0.1 0.1
H -0.3 -0.7 0.3
H 0.2 0.4 -0.2
H 0.0 0.0 0.0

Properties
* 2S+1: 1
* F_max: 0.0900 hartree/bohr
* frontier orbital gap: 0.3283 Ha
* ΔE to the lowest compared entry with this formula, charge and spin: 401.1 kJ/mol
* HOMO level: -0.311 hartree

No. 5
Here is 2 unconnected molecules or ions with the total composition C3H7NO2 from OMol25. Energies are from ωB97M-V/def2-TZVPD.

Last column: natural (NBO) charge in e.
CARTESIAN COORDINATES (ANGSTROEM)
O1 0.1744 1.2573 -0.6982  -0.5903
O2 0.3422 -1.8689 0.9769  -0.7176
N1 1.9696 -0.1117 -0.4051  -0.8014
C1 -1.7573 0.8895 -0.3210  -0.3202
C2 0.6817 0.2288 -0.1600  0.5568
C3 -0.1524 -0.6023 0.6297  -0.1747
H1 -1.8769 1.4781 0.5827  0.1900
H2 0.4046 -2.3780 0.1594  0.4715
H3 -2.3245 -0.0321 -0.3206  0.2011
H4 -0.5597 -0.1174 1.5143  0.1895
H5 -1.8658 1.4663 -1.2314  0.1921
H6 2.4406 -0.6913 0.2750  0.4015
H7 2.5236 0.4817 -1.0018  0.4018

Atomic forces in eV per Å
O 0.0 -0.2 0.1
O 0.0 -0.2 -0.2
N 0.0 0.1 0.1
C -0.2 0.2 -0.1
C 0.0 -0.1 0.0
C 0.1 0.3 0.1
H 0.1 -0.1 -0.1
H 0.0 0.0 0.2
H 0.2 0.1 0.0
H 0.0 0.0 -0.2
H 0.0 -0.1 0.1
H -0.1 0.0 -0.1
H -0.1 0.0 0.1

Properties
* 2S+1: 1
* F_max: 0.0058 hartree/bohr
* frontier orbital gap (spin up / spin down): 0.2704 / 0.2702 Ha
* ΔE to the lowest compared entry with this formula, charge and spin: 480.6 kJ/mol
* HOMO level (spin up / spin down): -0.262 / -0.262 hartree

No. 6
Here is a single C3H7NO2 molecule from OMol25. Energies are from ωB97M-V/def2-TZVPD.

Last column: natural (NBO) charge in e.
CARTESIAN COORDINATES (ANGSTROEM)
O1 -1.3085 0.0834 -1.2206  -0.7330
O2 2.2239 0.2265 1.1833  -0.6201
N1 1.2052 1.0340 -0.6675  -0.8378
C1 -0.1120 -0.2434 0.9597  -0.5371
C2 1.2214 0.3342 0.4967  0.6730
C3 -1.1545 -0.7358 -0.0619  -0.0641
H1 -0.5576 0.5306 1.5974  0.2309
H2 0.1447 -1.0759 1.6228  0.2435
H3 -2.1268 -0.7568 0.4418  0.1812
H4 2.0214 1.5832 -0.8861  0.4000
H5 -0.9665 -0.4191 -1.9688  0.4781
H6 0.3280 1.2028 -1.1348  0.4148
H7 -0.9187 -1.7637 -0.3619  0.1705

Atomic forces in eV per Å
O 0.0 -0.1 -0.2
O -0.3 -0.1 -0.2
N 0.1 0.1 0.0
C -0.1 0.0 0.0
C 0.2 0.1 0.1
C 0.1 -0.2 0.3
H 0.1 0.0 -0.1
H -0.1 0.1 -0.1
H 0.1 -0.1 -0.1
H -0.1 -0.1 0.0
H -0.1 0.2 0.1
H 0.1 0.0 0.1
H 0.0 0.2 0.0

Properties
* 2S+1: 1
* F_max: 0.0078 hartree/bohr
* frontier orbital gap: 0.3788 Ha
* ΔE to the lowest compared entry with this formula, charge and spin: 66.4 kJ/mol
* HOMO level: -0.355 hartree

Computed E (eV) in order:
-8809.9096 -8810.0992 -8809.4144 -8806.3718 -8805.5477 -8809.8407